## A
This record from the Open Molecules 2025 dataset describes C34H23Br4N4O8S3Ta as an isolated structure. The level of theory is the ωB97M-V functional and the def2-TZVPD basis.

## Properties
Charge = -2
HOMO energy = -2.8 eV
Lowest unoccupied orbital energy = 3.70 eV

CARTESIAN COORDINATES (ANGSTROEM)
Ta  0.132  2.670  0.748
S  -1.140  3.382  2.955
C  -0.042  4.123  4.055
C  -0.540  4.541  5.339
N  -0.947  4.858  6.368
C  1.256  4.310  3.727
S  1.883  3.803  2.195
C  2.182  4.931  4.632
N  2.928  5.419  5.361
C  1.649  -2.589  -4.469
C  1.927  -1.507  -3.462
C  1.256  -1.485  -2.248
C  1.511  -0.496  -1.311
C  2.460  0.476  -1.584
C  3.144  0.473  -2.793
C  2.869  -0.513  -3.726
S  2.810  1.695  -0.346
O  2.276  1.149  0.903
O  4.205  1.999  -0.484
N  1.847  2.953  -0.522
C  1.473  3.348  -1.875
C  0.279  2.482  -2.268
O  -0.046  2.308  -3.426
O  -0.337  1.996  -1.222
H  0.804  -3.202  -4.157
H  2.512  -3.250  -4.586
H  1.421  -2.172  -5.453
H  0.520  -2.250  -2.023
H  0.971  -0.480  -0.378
H  3.892  1.229  -2.992
H  3.393  -0.511  -4.675
H  2.313  3.285  -2.567
H  1.137  4.386  -1.853
Br  -4.188  7.843  -1.267
C  -3.546  6.161  -0.677
C  -4.420  5.125  -0.374
Br  -6.293  5.378  -0.541
C  -3.943  3.884  0.057
Br  -5.059  2.428  0.496
C  -2.572  3.674  0.185
O  -1.998  2.571  0.565
C  -1.702  4.735  -0.121
O  -0.418  4.426  0.049
C  -2.165  5.961  -0.545
Br  -0.880  7.286  -0.930
C  0.050  -5.701  -2.879
C  0.354  -5.145  -1.514
C  1.604  -5.360  -0.944
C  1.899  -4.835  0.304
C  0.960  -4.084  0.988
C  -0.299  -3.863  0.431
N  -1.264  -3.052  1.052
C  -1.055  -2.490  2.326
C  -0.934  -3.297  3.456
C  -0.781  -2.726  4.707
C  -0.749  -1.343  4.857
C  -0.843  -0.536  3.737
C  -0.990  -1.102  2.472
C  -1.011  -0.222  1.261
O  -1.530  -0.553  0.212
O  -0.331  0.880  1.434
C  -0.615  -4.410  -0.825
C  -1.965  -4.172  -1.444
H  0.946  -6.133  -3.327
H  -0.320  -4.926  -3.554
H  -0.719  -6.478  -2.848
H  2.351  -5.925  -1.491
H  2.881  -4.983  0.737
H  1.211  -3.635  1.939
H  -1.602  -2.320  0.427
H  -0.975  -4.373  3.335
H  -0.694  -3.369  5.576
H  -0.638  -0.898  5.837
H  -0.793  0.543  3.814
H  -2.695  -3.877  -0.694
H  -2.333  -5.070  -1.944
H  -1.934  -3.375  -2.194


## B
This record from the Open Molecules 2025 dataset describes C34H23Br4N4O8S3Ta as an isolated structure. The level of theory is the ωB97M-V functional and the def2-TZVPD basis.

## Properties
Charge = -2
HOMO energy = -2.9 eV
Lowest unoccupied orbital energy = 3.74 eV

CARTESIAN COORDINATES (ANGSTROEM)
Ta  -0.384  0.392  -1.508
S  0.780  -1.824  -1.234
C  1.224  -2.450  -2.790
C  1.684  -3.808  -2.821
N  2.062  -4.896  -2.807
C  1.152  -1.700  -3.913
S  0.596  -0.062  -3.880
C  1.544  -2.233  -5.187
N  1.862  -2.639  -6.217
C  5.481  6.907  0.030
C  4.502  5.762  0.071
C  3.148  5.969  -0.165
C  2.248  4.912  -0.139
C  2.709  3.635  0.127
C  4.056  3.406  0.368
C  4.945  4.468  0.339
S  1.581  2.254  0.205
O  2.140  1.354  1.181
O  0.281  2.839  0.503
N  1.578  1.558  -1.242
C  1.690  2.492  -2.372
C  0.323  3.038  -2.750
O  0.144  4.175  -3.129
O  -0.616  2.126  -2.612
H  4.966  7.862  -0.076
H  6.170  6.800  -0.811
H  6.080  6.943  0.943
H  2.790  6.969  -0.378
H  1.193  5.068  -0.331
H  4.384  2.399  0.589
H  5.998  4.293  0.532
H  2.041  1.914  -3.229
H  2.404  3.296  -2.210
Br  -7.017  -1.038  -3.374
C  -5.504  -0.303  -2.508
C  -5.648  0.703  -1.559
Br  -7.363  1.356  -1.104
C  -4.517  1.245  -0.934
Br  -4.610  2.573  0.397
C  -3.259  0.781  -1.272
O  -2.129  1.185  -0.760
C  -3.110  -0.247  -2.224
O  -1.855  -0.626  -2.434
C  -4.225  -0.782  -2.834
Br  -3.936  -2.165  -4.082
C  -0.584  -5.870  -0.555
C  -0.154  -4.946  0.557
C  1.197  -4.661  0.712
C  1.627  -3.738  1.653
C  0.704  -3.107  2.464
C  -0.652  -3.405  2.337
N  -1.594  -2.766  3.180
C  -1.477  -1.434  3.568
C  -1.607  -1.066  4.907
C  -1.465  0.258  5.295
C  -1.145  1.232  4.360
C  -1.013  0.876  3.023
C  -1.219  -0.437  2.621
C  -1.308  -0.710  1.149
O  -2.223  -1.356  0.688
O  -0.346  -0.164  0.432
C  -1.097  -4.313  1.375
C  -2.578  -4.519  1.210
H  0.288  -6.281  -1.062
H  -1.167  -5.323  -1.299
H  -1.200  -6.694  -0.188
H  1.910  -5.127  0.042
H  2.677  -3.488  1.730
H  1.018  -2.367  3.190
H  -2.140  -3.362  3.778
H  -1.797  -1.838  5.646
H  -1.574  0.523  6.340
H  -1.004  2.262  4.661
H  -0.778  1.620  2.270
H  -3.086  -3.557  1.284
H  -2.978  -5.182  1.987
H  -2.815  -4.960  0.244


In order of decreasing stability: A, B.


## A
This record from the Open Molecules 2025 dataset describes a 2-piece molecular cluster, C6H15NO2 overall. The level of theory is the ωB97M-V functional and the def2-TZVPD basis.

## Properties
Charge = 0
HOMO energy = -9.1 eV
Lowest unoccupied orbital energy = 0.51 eV

CARTESIAN COORDINATES (ANGSTROEM)
C  -1.277  -0.165  2.628
C  0.172  -0.713  2.344
C  0.755  -0.100  1.067
C  -0.408  0.461  0.032
N  -1.249  -0.499  -0.713
C  -1.174  -0.669  -2.068
C  0.060  -0.528  -2.828
O  -2.125  -1.200  -2.574
H  -1.349  0.966  2.723
H  -1.629  -0.466  3.677
H  -2.109  -0.469  1.982
H  0.755  -0.631  3.356
H  0.149  -1.842  2.205
H  1.277  0.940  1.226
H  1.509  -0.756  0.638
H  -1.081  1.053  0.691
H  -0.012  1.101  -0.701
H  -2.193  -0.632  -0.265
H  0.905  -0.053  -2.207
H  -0.060  -0.057  -3.800
H  0.512  -1.509  -3.100
O  2.450  2.004  -1.363
H  2.940  1.597  -2.103
H  3.182  2.165  -0.846


## B
This record from the Open Molecules 2025 dataset describes a 2-piece molecular cluster, C6H15NO2 overall. The level of theory is the ωB97M-V functional and the def2-TZVPD basis.

## Properties
Charge = 0
HOMO energy = -8.8 eV
Lowest unoccupied orbital energy = 0.76 eV

CARTESIAN COORDINATES (ANGSTROEM)
C  -0.076  -1.245  2.593
C  0.264  -0.924  1.135
C  1.772  -0.699  1.026
O  -0.029  -2.089  0.362
C  -0.982  0.235  0.635
O  -2.120  -0.188  0.481
H  0.333  -0.501  3.283
H  -1.156  -1.303  2.761
H  0.299  -2.230  2.892
H  2.101  0.136  1.652
H  2.076  -0.530  -0.012
H  2.324  -1.593  1.341
H  -1.000  -2.127  0.270
H  -0.696  1.190  1.099
C  -0.010  0.096  -2.368
N  -0.289  1.019  -1.271
C  -0.781  2.308  -1.753
H  0.703  0.538  -3.069
H  -0.920  -0.179  -2.908
H  0.471  -0.799  -1.972
H  0.505  0.952  -0.513
H  -1.678  2.164  -2.366
H  -0.040  2.816  -2.375
H  -1.071  2.953  -0.921


## C
This record from the Open Molecules 2025 dataset describes one molecule with the formula C6H15NO2. The level of theory is the ωB97M-V functional and the def2-TZVPD basis.

## Properties
Charge = 0
HOMO energy = -8.1 eV
Lowest unoccupied orbital energy = 0.83 eV

CARTESIAN COORDINATES (ANGSTROEM)
C  0.395  -2.255  -0.306
C  0.948  -0.932  0.197
N  1.013  -0.916  1.627
C  0.281  0.582  -0.604
C  0.892  1.815  0.018
O  0.617  0.460  -1.969
C  -1.143  0.299  -0.415
C  -1.800  0.341  0.938
O  -1.773  1.675  -1.216
H  1.050  -3.083  -0.007
H  -0.602  -2.461  0.097
H  0.323  -2.265  -1.396
H  1.958  -0.806  -0.203
H  0.173  -1.234  2.097
H  1.948  -0.930  2.020
H  0.245  2.509  0.556
H  1.665  1.654  0.773
H  1.406  2.467  -0.698
H  1.438  0.946  -2.140
H  -1.519  -0.502  -1.048
H  -1.341  1.067  1.610
H  -1.820  -0.647  1.407
H  -2.839  0.657  0.809
H  -1.516  1.558  -2.147


## D
This record from the Open Molecules 2025 dataset describes a 2-piece molecular cluster, C6H15NO2 overall. The level of theory is the ωB97M-V functional and the def2-TZVPD basis.

## Properties
Charge = 0
HOMO energy = -8.6 eV
Lowest unoccupied orbital energy = 0.47 eV

CARTESIAN COORDINATES (ANGSTROEM)
C  -1.978  -0.757  1.264
C  -2.002  0.163  0.063
N  -1.974  1.564  0.307
C  -0.692  -0.234  -1.043
O  -0.650  -1.371  -1.457
O  -0.537  0.843  -1.847
H  -1.881  -1.786  0.923
H  -1.115  -0.542  1.896
H  -2.884  -0.651  1.862
H  -2.832  -0.081  -0.603
H  -2.744  2.145  0.009
H  -1.301  1.834  1.015
H  -1.375  1.228  -2.162
C  1.931  -1.313  0.622
C  1.648  0.143  0.307
C  2.398  0.639  -0.914
H  1.589  -1.567  1.626
H  1.413  -1.939  -0.106
H  2.998  -1.537  0.576
H  1.922  0.768  1.162
H  0.333  0.183  0.223
H  3.470  0.444  -0.854
H  2.030  0.120  -1.800
H  2.232  1.704  -1.072


In order of decreasing stability: A, C, D, B.